(1)
The following is a DFT calculation (ωB97M-V with the def2-TZVPD basis set) of 10 unconnected molecules or ions with the total composition ClH18O13 in a non-equilibrium geometry.

For the HOMO energy, the calculation gives -6.79 eV. The orbital gap is 0.3316 Eh. The energy above the lowest of the compared OMol25 structures with the same formula, charge and spin is 1.300 eV. Its total charge is -1.

Bonds (Å) are listed after each position.
Cartesian coordinates (Å):
1 Cl -0.31 1.57 -0.80  O2 1.473, O3 1.518, O4 1.526, O5 1.507
2 O -0.70 1.12 -2.14  Cl1 1.473
3 O 1.05 2.26 -0.76  Cl1 1.518
4 O -1.34 2.52 -0.20  Cl1 1.526
5 O -0.25 0.32 0.04  Cl1 1.507
6 O -3.66 0.57 -0.68  H7 0.948, H8 0.911
7 H -3.21 -0.14 -0.26  O6 0.948
8 H -3.01 1.21 -0.75  O6 0.911
9 O 0.81 0.45 3.01  H10 0.973, H11 0.946
10 H 1.54 0.69 2.41  O9 0.973
11 H 0.58 -0.41 2.71  O9 0.946
12 O 0.82 -1.73 1.71  H13 0.925, H14 0.952
13 H 0.93 -1.65 0.79  O12 0.925
14 H 1.71 -1.76 2.04  O12 0.952
15 O -1.34 -1.54 -2.68  H16 0.930, H17 0.955
16 H -1.92 -1.98 -2.09  O15 0.930
17 H -1.41 -0.67 -2.31  O15 0.955
18 O 1.63 0.16 -3.16  H19 0.975, H20 0.956
19 H 0.81 0.66 -2.97  O18 0.975
20 H 2.35 0.77 -2.99  O18 0.956
21 O -2.34 -1.50 0.30  H22 0.963, H23 0.916
22 H -1.49 -1.06 0.24  O21 0.963
23 H -2.18 -2.29 0.73  O21 0.916
24 O -1.74 1.34 2.30  H25 0.915, H26 0.951
25 H -1.43 1.75 1.55  O24 0.915
26 H -0.91 0.98 2.59  O24 0.951
27 O 3.07 0.81 1.61  H28 0.982, H29 0.931
28 H 3.89 0.83 2.14  O27 0.982
29 H 3.05 1.54 1.03  O27 0.931
30 O 1.41 -1.90 -1.04  H31 0.928, H32 0.944
31 H 2.31 -1.78 -0.81  O30 0.928
32 H 1.27 -1.13 -1.56  O30 0.944

(2)
The following is a DFT calculation (ωB97M-V with the def2-TZVPD basis set) of C21H30FN3O4 in the gas phase.

For the HOMO energy, the calculation gives -8.72 eV. The orbital gap is 0.3424 Eh. The energy above the lowest of the compared OMol25 structures with the same formula, charge and spin is 0.000 eV. The SMILES is CCOC(=O)CCNC(=O)N1CCC(CCC(=O)NCc2ccc(F)cc2)CC1. Its total charge is 0.

Bonds (Å) are listed after each position.
Cartesian coordinates (Å):
1 C 0.41 1.89 3.97  C2 1.522, H30 1.087, H31 1.086, H32 1.088
2 C -0.86 2.06 3.15  C1 1.522, O3 1.436, H33 1.091, H34 1.094
3 O -1.73 0.92 3.26  C2 1.436, C4 1.325
4 C -1.42 -0.15 2.54  O3 1.325, O5 1.210, C6 1.512
5 O -0.43 -0.23 1.84  C4 1.210
6 C -2.46 -1.23 2.69  C4 1.512, C7 1.537, H35 1.094, H36 1.090
7 C -2.00 -2.59 2.14  C6 1.537, N8 1.446, H37 1.092, H38 1.092
8 N -1.59 -2.51 0.76  C7 1.446, C9 1.376, H39 1.010
9 C -2.57 -2.34 -0.19  N8 1.376, O10 1.219, N11 1.374
10 O -3.74 -2.54 0.05  C9 1.219
11 N -2.14 -2.03 -1.46  C9 1.374, C12 1.445, C29 1.449
12 C -0.81 -1.55 -1.77  N11 1.445, C13 1.532, H40 1.090, H41 1.096
13 C -0.72 -0.03 -1.58  C12 1.532, C14 1.532, H42 1.091, H43 1.091
14 C -1.76 0.67 -2.46  C13 1.532, C15 1.533, C28 1.534, H44 1.098
15 C -1.83 2.18 -2.20  C14 1.533, C16 1.531, H45 1.092, H46 1.092
16 C -0.48 2.89 -2.35  C15 1.531, C17 1.520, H47 1.091, H48 1.093
17 C 0.33 2.80 -1.07  C16 1.520, O18 1.214, N19 1.352
18 O -0.17 2.91 0.04  C17 1.214
19 N 1.66 2.63 -1.25  C17 1.352, C20 1.452, H49 1.008
20 C 2.59 2.44 -0.15  N19 1.452, C21 1.506, H50 1.092, H51 1.095
21 C 3.16 1.04 -0.20  C20 1.506, C22 1.391, C27 1.389
22 C 2.43 -0.03 0.30  C21 1.391, C23 1.383, H52 1.078
23 C 2.92 -1.32 0.21  C22 1.383, C24 1.383, H53 1.079
24 C 4.15 -1.52 -0.39  C23 1.383, F25 1.350, C26 1.383
25 F 4.63 -2.78 -0.49  C24 1.350
26 C 4.90 -0.48 -0.90  C24 1.383, C27 1.384, H54 1.079
27 C 4.39 0.81 -0.80  C21 1.389, C26 1.384, H55 1.081
28 C -3.15 0.05 -2.23  C14 1.534, C29 1.531, H56 1.091, H57 1.092
29 C -3.12 -1.47 -2.36  N11 1.449, C28 1.531, H58 1.090, H59 1.094
30 H 1.00 1.06 3.58  C1 1.087
31 H 1.00 2.80 3.92  C1 1.086
32 H 0.16 1.68 5.01  C1 1.088
33 H -1.46 2.89 3.53  C2 1.091
34 H -0.62 2.24 2.10  C2 1.094
35 H -3.35 -0.91 2.13  C6 1.094
36 H -2.75 -1.31 3.74  C6 1.090
37 H -1.15 -2.97 2.72  C7 1.092
38 H -2.83 -3.30 2.21  C7 1.092
39 H -0.75 -1.97 0.65  N8 1.010
40 H -0.06 -2.07 -1.17  C12 1.090
41 H -0.62 -1.80 -2.82  C12 1.096
42 H 0.29 0.30 -1.83  C13 1.091
43 H -0.91 0.22 -0.53  C13 1.091
44 H -1.48 0.50 -3.51  C14 1.098
45 H -2.19 2.35 -1.19  C15 1.092
46 H -2.55 2.61 -2.89  C15 1.092
47 H 0.08 2.51 -3.20  C16 1.091
48 H -0.67 3.96 -2.52  C16 1.093
49 H 2.02 2.51 -2.18  N19 1.008
50 H 2.01 2.59 0.76  C20 1.092
51 H 3.38 3.19 -0.21  C20 1.095
52 H 1.48 0.15 0.77  C22 1.078
53 H 2.37 -2.15 0.60  C23 1.079
54 H 5.85 -0.67 -1.36  C26 1.079
55 H 4.97 1.63 -1.19  C27 1.081
56 H -3.86 0.47 -2.94  C28 1.091
57 H -3.48 0.30 -1.22  C28 1.092
58 H -4.09 -1.89 -2.09  C29 1.090
59 H -2.87 -1.77 -3.38  C29 1.094

Copy entry 1 word for word.
The following is a DFT calculation (ωB97M-V with the def2-TZVPD basis set) of 10 unconnected molecules or ions with the total composition ClH18O13 in a non-equilibrium geometry.

For the HOMO energy, the calculation gives -6.79 eV. The orbital gap is 0.3316 Eh. The energy above the lowest of the compared OMol25 structures with the same formula, charge and spin is 1.300 eV. Its total charge is -1.

Bonds (Å) are listed after each position.
Cartesian coordinates (Å):
1 Cl -0.31 1.57 -0.80  O2 1.473, O3 1.518, O4 1.526, O5 1.507
2 O -0.70 1.12 -2.14  Cl1 1.473
3 O 1.05 2.26 -0.76  Cl1 1.518
4 O -1.34 2.52 -0.20  Cl1 1.526
5 O -0.25 0.32 0.04  Cl1 1.507
6 O -3.66 0.57 -0.68  H7 0.948, H8 0.911
7 H -3.21 -0.14 -0.26  O6 0.948
8 H -3.01 1.21 -0.75  O6 0.911
9 O 0.81 0.45 3.01  H10 0.973, H11 0.946
10 H 1.54 0.69 2.41  O9 0.973
11 H 0.58 -0.41 2.71  O9 0.946
12 O 0.82 -1.73 1.71  H13 0.925, H14 0.952
13 H 0.93 -1.65 0.79  O12 0.925
14 H 1.71 -1.76 2.04  O12 0.952
15 O -1.34 -1.54 -2.68  H16 0.930, H17 0.955
16 H -1.92 -1.98 -2.09  O15 0.930
17 H -1.41 -0.67 -2.31  O15 0.955
18 O 1.63 0.16 -3.16  H19 0.975, H20 0.956
19 H 0.81 0.66 -2.97  O18 0.975
20 H 2.35 0.77 -2.99  O18 0.956
21 O -2.34 -1.50 0.30  H22 0.963, H23 0.916
22 H -1.49 -1.06 0.24  O21 0.963
23 H -2.18 -2.29 0.73  O21 0.916
24 O -1.74 1.34 2.30  H25 0.915, H26 0.951
25 H -1.43 1.75 1.55  O24 0.915
26 H -0.91 0.98 2.59  O24 0.951
27 O 3.07 0.81 1.61  H28 0.982, H29 0.931
28 H 3.89 0.83 2.14  O27 0.982
29 H 3.05 1.54 1.03  O27 0.931
30 O 1.41 -1.90 -1.04  H31 0.928, H32 0.944
31 H 2.31 -1.78 -0.81  O30 0.928
32 H 1.27 -1.13 -1.56  O30 0.944

> Which formula does entry 1 have?

ClH18O13